Run i
Molecular formula: C5H19NO6
Method: DFT, ωB97M-V with the def2-TZVPD basis set

```
31
Properties=species:S:1:pos:R:3:mulliken_charge:R:1
C -1.686 0.870 -0.832 -0.827
N -1.396 0.981 0.650 -0.118
C -0.402 1.822 1.151 0.592
O -0.030 2.768 0.173 -0.511
O -0.050 1.867 2.294 -0.563
C -0.858 -0.308 -1.505 -0.443
C -1.273 -1.743 -1.474 -0.392
C -2.822 -1.626 -1.567 -1.279
H -1.369 1.652 -1.583 0.273
H -2.799 0.726 -0.744 0.416
H -1.491 0.113 1.199 0.223
H 0.675 3.346 0.593 0.402
H -0.857 -0.023 -2.629 0.285
H 0.169 -0.108 -1.261 0.204
H -1.003 -2.338 -0.653 0.320
H -0.717 -2.361 -2.200 0.429
H -3.211 -1.223 -0.615 0.253
H -3.201 -2.656 -1.719 0.402
H -3.084 -1.023 -2.431 0.361
H 1.514 -1.562 -0.051 0.314
H 2.426 -1.003 -1.155 0.334
O 2.445 -1.367 -0.243 -0.673
H 0.995 -2.144 2.533 0.289
H -0.426 -1.591 2.724 0.276
O 0.194 -1.847 2.057 -0.550
H 2.731 2.205 1.140 0.412
H 2.321 2.904 2.337 0.331
O 2.288 3.065 1.336 -0.707
H 4.211 0.592 0.383 0.276
H 3.157 -0.499 1.006 0.411
O 3.548 0.510 1.086 -0.742
```

Values from the calculation:
**HOMO**: -9.45 eV
**SMILES string**: CCCCNC(=O)O.O.O.O.O
**Multiplicity**: 1
**Total charge**: 0
**Frontier orbital gap**: 9.7 eV

---

Run ii
Molecular formula: C5H19NO6
Method: DFT, ωB97M-V with the def2-TZVPD basis set

```
31
Properties=species:S:1:pos:R:3:mulliken_charge:R:1
C 0.409 1.542 -1.415 -0.064
N -0.843 1.483 -0.807 0.303
C -2.011 2.235 -1.159 -0.922
C -0.281 0.919 1.403 -1.120
C -1.066 0.337 0.121 -0.103
C -0.570 -1.094 -0.587 -0.382
O -0.811 -2.060 0.417 -0.648
O 0.577 2.482 -2.213 -0.706
H 1.124 1.051 -0.788 0.464
H -1.800 3.273 -0.784 0.324
H -2.928 1.881 -0.663 0.327
H -2.193 2.332 -2.260 0.279
H -0.733 0.329 2.266 0.281
H -0.858 1.939 1.687 0.288
H 0.738 1.114 1.350 0.373
H -2.078 -0.065 0.364 0.417
H -1.264 -1.460 -1.322 0.287
H 0.499 -0.991 -0.949 0.037
H 0.093 -2.068 1.000 0.471
H 3.306 0.183 -2.711 0.319
H 2.125 1.098 -2.812 0.310
O 2.329 0.136 -2.596 -0.616
H -2.513 -2.336 3.132 0.288
H -2.086 -1.753 1.803 0.376
O -2.585 -1.665 2.504 -0.613
H 2.686 -1.641 -0.550 0.380
H 2.496 -0.320 -0.082 0.389
O 2.966 -0.989 0.101 -0.818
H 1.727 -1.599 2.526 0.307
H 2.096 -2.052 1.129 0.470
O 1.451 -2.243 1.895 -0.699
```

Values from the calculation:
**HOMO**: -8.95 eV
**SMILES string**: C[C@H](CO)N(C)C=O.O.O.O.O
**Multiplicity**: 1
**Total charge**: 0
**Frontier orbital gap**: 9.2 eV

---

The computed energies, referenced to the most stable structure and given in kJ/mol, are run i 0.0; run ii 253.8.

---

Run i
Molecular formula: C5H14N2O2
Method: DFT, ωB97M-V with the def2-TZVPD basis set

```
23
Properties=species:S:1:pos:R:3:mulliken_charge:R:1
C 0.580 -0.738 0.724 -1.203
N 1.444 -1.257 -0.281 -0.217
C 2.238 -0.335 -1.137 -0.663
N 1.922 1.116 -1.140 -0.558
C -0.789 -0.083 0.259 -0.100
C -1.518 0.592 1.425 -0.456
C -1.919 1.987 1.025 -0.130
O -1.597 2.971 1.652 -0.489
H 1.124 -0.070 1.409 0.443
H 0.165 -1.465 1.423 0.435
H 1.020 -2.029 -0.770 0.359
H 3.227 -0.197 -0.696 0.311
H 2.236 -0.718 -2.145 0.393
H 1.942 1.582 -0.257 0.258
H 1.106 1.363 -1.665 0.225
H -1.313 -0.989 -0.083 0.047
H -0.748 0.547 -0.623 0.354
H -2.510 0.148 1.605 0.293
H -0.941 0.511 2.342 0.328
H -2.469 2.131 0.083 0.400
H -0.906 -2.441 -2.028 0.315
H -1.231 -3.640 -1.164 0.319
O -0.488 -3.200 -1.606 -0.665
```

Values from the calculation:
**HOMO**: -8.45 eV
**SMILES string**: NCNCCCC=O.O
**Multiplicity**: 1
**Total charge**: 0
**Frontier orbital gap**: 8.8 eV

---

Run ii
Molecular formula: C5H14N2O2
Method: DFT, ωB97M-V with the def2-TZVPD basis set

```
23
Properties=species:S:1:pos:R:3:mulliken_charge:R:1
C -0.145 0.236 -0.026 1.729
C -0.006 -0.259 1.394 -0.750
C 1.025 -0.708 -0.791 -0.288
C -1.515 0.001 -0.637 -1.730
C 0.231 1.709 -0.125 -1.965
N -1.040 0.622 2.191 -0.557
N 0.706 -0.839 -2.188 -0.590
O -0.176 -1.632 1.584 -0.555
O 2.315 -0.141 -0.616 -0.569
H -0.856 -1.968 0.976 0.428
H 2.923 -0.741 -0.177 0.331
H 0.976 -0.003 1.798 0.479
H 1.067 -1.742 -0.424 0.594
H -0.803 0.554 3.175 0.271
H -1.959 0.206 2.074 0.222
H 0.761 0.077 -2.622 0.221
H 1.360 -1.454 -2.662 0.267
H -2.134 0.898 -0.630 0.413
H -1.536 -0.273 -1.688 0.394
H -2.145 -0.774 -0.204 0.343
H 0.140 2.046 -1.156 0.445
H -0.427 2.297 0.509 0.494
H 1.238 1.889 0.244 0.374
```

Values from the calculation:
**HOMO**: -9.48 eV
**SMILES string**: CC(C)([C@@H](N)O)[C@@H](N)O
**Multiplicity**: 1
**Total charge**: 0
**Frontier orbital gap**: 10.2 eV

---

The computed energies, referenced to the most stable structure and given in kJ/mol, are run i 90.0; run ii 0.0.

---

Run i
Molecular formula: C3H9NO2
Method: DFT, ωB97M-V with the def2-TZVPD basis set

```
15
Properties=species:S:1:pos:R:3:mulliken_charge:R:1
C 2.276 -1.300 0.267 -0.623
N 2.559 -0.058 0.908 -0.058
H -4.272 0.485 -0.880 0.348
H 2.118 0.815 0.670 0.330
H 2.742 -0.160 1.908 0.337
H 1.843 -1.229 -0.730 0.345
H 1.473 -1.852 0.777 0.371
H 3.239 -1.825 0.274 0.305
C -1.156 1.016 -0.497 -0.701
C -2.465 0.324 -0.518 0.589
O -3.549 1.102 -0.692 -0.433
O -2.597 -0.857 -0.308 -0.545
H -0.902 1.342 0.522 0.284
H -0.983 1.885 -1.123 0.385
H -0.325 0.311 -0.577 0.066
```

Values from the calculation:
**HOMO (alpha / beta)**: -13.51 / -13.51 eV
**Multiplicity**: 2
**Total charge**: +1
**Frontier orbital gap (alpha / beta)**: 9.4 / 4.2 eV
**<S²>**: 0.754

---

Run ii
Molecular formula: C3H9NO2
Method: DFT, ωB97M-V with the def2-TZVPD basis set

```
15
Properties=species:S:1:pos:R:3:mulliken_charge:R:1
O 1.402 -0.651 -1.365 -0.516
C 2.188 -0.961 -0.486 0.330
O 1.977 -1.000 0.772 -0.145
H 3.219 -1.265 -0.748 0.372
C -0.302 1.487 0.434 -0.869
N -0.737 0.346 -0.397 -0.118
C -1.421 -0.731 0.334 -0.797
H 0.402 2.079 -0.135 0.337
H -1.144 2.085 0.749 0.391
H 0.194 1.070 1.313 0.350
H 0.169 -0.119 -0.833 0.261
H -1.254 0.701 -1.200 0.370
H -0.732 -1.117 1.092 0.313
H -1.634 -1.551 -0.341 0.351
H -2.328 -0.375 0.813 0.371
```

Values from the calculation:
**HOMO (alpha / beta)**: -16.28 / -16.19 eV
**Multiplicity**: 2
**Total charge**: +1
**Frontier orbital gap (alpha / beta)**: 13.1 / 7.7 eV
**<S²>**: 0.755

---

The computed energies, referenced to the most stable structure and given in kJ/mol, are run i 45.2; run ii 0.0.

---

Run i
Molecular formula: C4H6N2
Method: DFT, ωB97M-V with the def2-TZVPD basis set

```
12
Properties=species:S:1:pos:R:3:mulliken_charge:R:1
C 0.392 1.206 -0.613 -0.493
C -0.386 -0.122 1.435 -1.181
C -0.203 0.099 -0.024 0.908
C -0.452 -1.005 -1.026 -0.543
N 1.507 -0.296 -0.781 -0.390
N 0.757 -1.185 -1.439 -0.214
H 0.221 1.451 -1.653 0.276
H 0.863 1.960 0.007 0.265
H -1.340 -1.527 -1.344 0.392
H -0.060 0.729 2.033 0.328
H -1.446 -0.292 1.651 0.321
H 0.147 -1.019 1.755 0.331
```

Values from the calculation:
**HOMO**: -7.99 eV
**Multiplicity**: 1
**Total charge**: 0
**Frontier orbital gap**: 8.7 eV

---

Run ii
Molecular formula: C4H6N2
Method: DFT, ωB97M-V with the def2-TZVPD basis set

```
12
Properties=species:S:1:pos:R:3:mulliken_charge:R:1
N -1.811 -0.026 -1.606 -0.559
C -1.215 0.600 -0.771 0.328
C -0.443 0.905 0.342 -0.041
C -0.367 -0.873 0.475 -0.852
C 1.119 -0.587 0.125 -0.269
N 0.994 0.877 0.276 -0.399
H -0.929 1.484 1.128 0.355
H -0.476 -0.987 1.566 0.183
H -1.532 -0.952 -1.004 0.524
H 1.370 -0.897 -0.902 0.213
H 1.870 -1.009 0.806 0.268
H 1.419 1.465 -0.435 0.247
```

Values from the calculation:
**HOMO**: -7.96 eV
**Multiplicity**: 1
**Total charge**: 0
**Frontier orbital gap**: 8.3 eV

---

Run iii
Molecular formula: C4H6N2
Method: DFT, ωB97M-V with the def2-TZVPD basis set

```
12
Properties=species:S:1:pos:R:3:mulliken_charge:R:1
N 1.952 0.996 0.266 -0.545
C 0.735 0.684 0.103 0.247
C -0.487 1.544 0.045 -0.160
C -1.518 0.714 -0.142 -0.536
C -0.933 -0.654 -0.201 -0.090
N 0.341 -0.683 -0.063 -0.324
H 1.173 -2.941 0.022 -0.226
H 2.038 2.010 0.364 0.269
H -0.492 2.624 0.143 0.356
H -2.572 0.952 -0.234 0.375
H -1.507 -1.567 -0.346 0.393
H 1.269 -3.679 0.043 0.242
```

Values from the calculation:
**HOMO**: -10.31 eV
**SMILES string**: [H]/N=C1\C=CC=N1.[H][H]
**Multiplicity**: 1
**Total charge**: 0
**Frontier orbital gap**: 9.5 eV

---

Run iv
Molecular formula: C4H6N2
Method: DFT, ωB97M-V with the def2-TZVPD basis set

```
12
Properties=species:S:1:pos:R:3:mulliken_charge:R:1
C -1.011 -0.479 -0.239 -0.620
C -1.171 0.732 0.588 0.048
C 1.526 -0.162 0.235 -0.364
C 0.436 -0.302 -0.824 -0.087
H -0.980 -1.281 0.483 0.222
H -1.902 -0.780 -0.911 0.334
H -2.069 0.860 1.178 0.397
H 1.218 -0.573 1.201 0.236
H 2.588 0.031 -0.114 0.253
H 0.617 -0.498 -1.854 0.367
N -0.137 1.442 0.591 -0.512
N 0.886 1.011 -0.335 -0.274
```

Values from the calculation:
**HOMO**: -9.24 eV
**SMILES string**: C1=NN2C[C@H]2C1
**Multiplicity**: 1
**Total charge**: 0
**Frontier orbital gap**: 10.3 eV

---

The computed energies, referenced to the most stable structure and given in kJ/mol, are run i 266.0; run ii 378.1; run iii 0.0; run iv 79.2.

---

Run i
Molecular formula: C4H6N2
Method: DFT, ωB97M-V with the def2-TZVPD basis set

```
12
Properties=species:S:1:pos:R:3:mulliken_charge:R:1
C 1.081 -1.111 0.366 -0.760
N 0.352 -0.220 -0.545 -0.264
C -1.480 -0.103 -0.493 -0.301
C -1.462 1.089 0.008 -0.227
C 0.088 1.426 0.096 0.204
N 0.831 2.339 0.197 -0.629
H 0.913 0.028 -1.359 0.320
H -1.957 -1.040 -0.703 0.414
H -2.170 1.628 0.618 0.325
H 1.495 -1.948 -0.200 0.318
H 1.899 -0.598 0.877 0.324
H 0.409 -1.489 1.137 0.275
```

Values from the calculation:
**HOMO**: -7.93 eV
**Multiplicity**: 1
**Total charge**: 0
**Frontier orbital gap**: 8.6 eV

---

Run ii
Molecular formula: C4H6N2
Method: DFT, ωB97M-V with the def2-TZVPD basis set

```
12
Properties=species:S:1:pos:R:3:mulliken_charge:R:1
N 0.050 1.721 -0.441 -0.561
C 0.918 0.959 -0.861 0.616
C 1.609 -0.106 -1.202 -0.777
C -0.481 -0.468 0.780 -0.107
C -0.922 0.895 0.295 -0.340
N -1.308 -1.416 0.665 -0.613
H 1.253 -0.668 -2.058 0.274
H 2.528 -0.366 -0.697 0.289
H 0.452 -0.504 1.372 0.400
H -1.803 0.752 -0.338 0.290
H -1.240 1.397 1.213 0.270
H -1.055 -2.195 1.271 0.258
```

Values from the calculation:
**HOMO**: -9.37 eV
**SMILES string**: [H]/N=C/CN=C=C
**Multiplicity**: 1
**Total charge**: 0
**Frontier orbital gap**: 10.4 eV

---

The computed energies, referenced to the most stable structure and given in kJ/mol, are run i 237.8; run ii 0.0.

---

Run i
Molecular formula: C6H6OS
Method: DFT, ωB97M-V with the def2-TZVPD basis set

```
14
Properties=species:S:1:pos:R:3:mulliken_charge:R:1
C 1.071 -1.752 0.493 -0.778
C 1.389 -0.857 -0.536 -0.250
C 1.103 0.618 -0.617 0.305
C 0.297 1.215 0.407 -0.349
C -1.081 1.045 0.672 -0.298
C -2.047 0.131 -0.168 0.072
H 0.567 -1.426 1.424 0.281
H 1.158 -2.764 0.350 0.315
H 2.076 -1.177 -1.270 0.393
H 0.762 1.992 1.027 0.368
H -1.733 1.816 1.278 0.255
H -3.182 0.087 0.197 0.280
O -1.688 -0.364 -1.207 -0.408
S 1.309 1.435 -2.051 -0.186
```

Values from the calculation:
**HOMO**: -8.88 eV
**SMILES string**: C=CC(=S)/C=C\C=O
**Multiplicity**: 1
**Total charge**: 0
**Frontier orbital gap**: 7.8 eV

---

Run ii
Molecular formula: C6H6OS
Method: DFT, ωB97M-V with the def2-TZVPD basis set

```
14
Properties=species:S:1:pos:R:3:mulliken_charge:R:1
C 0.664 1.383 0.680 -0.468
C 1.076 0.380 1.435 -0.066
C -0.474 -1.374 1.074 -0.311
C -0.756 -1.631 -0.218 -0.056
C -0.142 -1.173 -1.395 -0.308
C -0.090 0.188 -1.717 -0.286
H 0.977 2.290 0.987 0.438
H 1.780 0.536 2.239 0.369
H -1.280 -1.505 1.844 0.284
H -1.771 -2.086 -0.389 0.253
H 0.214 -1.913 -2.127 0.318
H 0.410 0.373 -2.720 0.346
O 0.844 -0.971 1.436 -0.339
S -0.547 1.465 -0.655 -0.176
```

Values from the calculation:
**HOMO**: -8.47 eV
**SMILES string**: c1ccsccoc1
**Multiplicity**: 1
**Total charge**: 0
**Frontier orbital gap**: 9.1 eV

---

The computed energies, referenced to the most stable structure and given in kJ/mol, are run i 26.0; run ii 0.0.